{"formula": "C33H40BrInN6O2SSi", "method": "ωB97M-V/def2-TZVPD", "e_above_lowest_ev": 0.669, "homo_lumo_gap_ev": [5.60, 5.60], "e_lumo_ev": [-1.20, -1.20], "multiplicity": 1, "energy_ha": -5212.416039, "homo_ev": [-6.8, -6.8], "symbols": ["In", "C", "C", "C", "C", "C", "C", "N", "C", "C", "C", "C", "C", "C", "N", "N", "C", "C", "C", "C", "C", "N", "H", "H", "H", "H", "H", "H", "H", "H", "H", "H", "H", "H", "H", "Br", "C", "C", "C", "C", "C", "C", "C", "O", "O", "H", "H", "H", "H", "C", "C", "N", "C", "S", "N", "C", "C", "H", "H", "H", "H", "H", "H", "H", "H", "H", "H", "H", "H", "C", "Si", "C", "C", "C", "H", "H", "H", "H", "H", "H", "H", "H", "H", "H", "H"], "positions_angstrom": [[0.77779, 0.76275, 0.60936], [-1.87247, -4.30214, -0.89889], [-0.98873, -4.71273, 0.08869], [-0.04966, -3.84003, 0.59406], [0.02442, -2.52231, 0.11521], [-0.91214, -2.10334, -0.83743], [-1.83244, -2.99059, -1.35331], [0.88491, -1.61085, 0.64524], [2.07439, -1.91725, 1.13203], [2.86484, -3.02893, 0.72831], [4.07782, -3.27168, 1.29695], [4.57318, -2.46231, 2.34045], [3.87797, -1.35958, 2.73593], [2.65739, -1.02181, 2.10252], [1.99323, 0.10442, 2.34603], [2.25360, 0.85027, 3.35175], [1.54548, 2.01621, 3.41185], [1.57052, 2.74218, 4.61599], [0.87603, 3.92707, 4.68621], [0.19093, 4.37679, 3.55958], [0.21163, 3.59822, 2.41644], [0.86176, 2.45153, 2.34601], [-2.59286, -4.99723, -1.30448], [-1.02311, -5.72641, 0.46064], [0.61718, -4.14275, 1.38707], [-0.89810, -1.07122, -1.15598], [-2.52444, -2.66231, -2.11874], [2.50792, -3.64714, -0.08313], [4.69115, -4.08064, 0.92842], [5.51744, -2.71357, 2.79781], [4.25959, -0.68106, 3.48846], [2.12851, 2.34777, 5.45149], [0.86363, 4.50550, 5.59840], [-0.34010, 5.31507, 3.56974], [-0.30369, 3.91225, 1.51678], [3.73577, 4.02171, -2.71399], [4.22280, 2.23075, -3.08631], [4.98990, 1.99793, -4.22012], [5.40963, 0.71248, -4.51192], [5.06309, -0.33826, -3.67665], [4.27121, -0.09833, -2.57392], [3.83239, 1.18589, -2.25861], [2.91904, 1.32928, -1.07398], [2.44504, 2.41212, -0.73343], [2.65185, 0.24719, -0.48236], [5.24831, 2.82400, -4.86748], [6.01899, 0.53537, -5.38466], [5.39446, -1.34459, -3.88596], [3.96489, -0.90996, -1.93326], [-4.67320, -3.24769, 1.58080], [-4.57438, -1.84508, 0.99701], [-3.25122, -1.30876, 1.24366], [-2.88178, -0.11146, 1.71280], [-1.39288, 0.03058, 2.48107], [-3.64376, 0.99318, 1.65407], [-4.87215, 1.26895, 0.94023], [-6.06309, 1.43531, 1.88611], [-5.67972, -3.63786, 1.44764], [-4.44879, -3.22009, 2.64496], [-3.96710, -3.91445, 1.09134], [-5.31926, -1.21294, 1.48025], [-4.77222, -1.88064, -0.08148], [-2.51398, -2.00200, 1.28943], [-3.22230, 1.78560, 2.12112], [-5.05732, 0.47239, 0.22161], [-4.73812, 2.19963, 0.37712], [-6.27380, 0.51878, 2.43554], [-6.94528, 1.70948, 1.31284], [-5.85850, 2.22342, 2.60724], [0.15796, 2.96581, -3.50842], [-0.44388, 1.39165, -2.60953], [0.67912, -0.08899, -3.07905], [-2.22656, 0.95763, -3.18046], [-0.61730, 1.81862, -0.75682], [0.06052, 2.89055, -4.58806], [1.20146, 3.14903, -3.27917], [-0.39282, 3.84708, -3.18984], [1.46474, 0.21967, -3.76123], [0.11561, -0.88506, -3.55882], [1.16308, -0.50968, -2.20102], [-2.21162, 0.51081, -4.16705], [-2.84528, 1.84605, -3.23058], [-2.71680, 0.25716, -2.51207], [-1.63294, 1.66902, -0.39747], [-0.33740, 2.85455, -0.59061]], "forces_ev_per_angstrom": [[-0.9, 0.2, -0.9], [-0.2, -0.1, -0.1], [0.0, -0.1, -0.1], [0.0, 0.2, 0.0], [-0.4, -0.4, -0.2], [0.2, 0.0, 0.1], [-0.1, -0.1, -0.1], [0.4, 1.1, 0.2], [-0.1, 0.3, 0.1], [0.2, -0.3, 0.0], [-0.3, 0.0, -0.2], [0.1, 0.3, 0.4], [0.2, 0.0, 0.0], [0.6, -1.0, 0.1], [-0.2, 1.2, 0.8], [0.8, -1.6, -0.2], [-0.7, 1.2, 0.1], [0.1, -0.3, -0.3], [-0.1, 0.0, -0.2], [0.0, 0.0, 0.0], [-0.2, 0.4, 0.0], [0.5, -0.6, 0.0], [-0.1, -0.1, 0.0], [-0.1, -0.1, 0.0], [0.0, -0.1, 0.0], [0.0, 0.0, -0.1], [0.0, 0.0, 0.0], [0.0, 0.0, 0.0], [0.0, -0.1, 0.0], [0.1, 0.1, 0.0], [0.0, -0.1, 0.0], [0.0, 0.0, 0.0], [0.0, 0.0, 0.1], [-0.1, 0.1, 0.0], [0.0, 0.0, 0.0], [0.3, 0.3, -0.3], [-0.1, 0.1, 0.1], [0.0, 0.1, 0.0], [0.0, 0.0, 0.0], [0.0, 0.0, 0.0], [0.0, 0.0, 0.0], [0.1, 0.0, 0.0], [0.6, 0.4, -0.4], [-0.4, 0.3, 0.3], [-0.6, -0.7, 0.6], [0.0, 0.0, 0.0], [0.0, 0.0, -0.1], [0.0, -0.1, -0.1], [0.0, 0.0, 0.1], [0.0, 0.2, 0.0], [-0.3, -0.2, -0.1], [-0.1, 0.2, 0.0], [-0.1, 0.0, 0.0], [0.8, 0.0, 0.5], [-0.1, 0.0, 0.0], [-0.4, 0.0, 0.0], [0.2, -0.1, -0.3], [0.0, -0.1, 0.0], [0.0, 0.0, 0.1], [0.1, -0.1, 0.0], [0.1, 0.0, -0.1], [-0.1, 0.1, 0.1], [0.0, 0.2, 0.0], [0.1, -0.3, 0.0], [0.1, 0.1, -0.1], [0.1, -0.2, 0.0], [0.0, 0.0, 0.0], [-0.1, 0.0, 0.0], [0.0, 0.1, 0.1], [-0.3, -0.7, 0.2], [-0.5, 0.4, 0.0], [-0.3, 0.5, 0.4], [0.7, 0.2, 0.1], [0.8, -0.9, 0.0], [0.0, -0.1, -0.2], [0.2, 0.0, 0.1], [-0.2, 0.1, 0.1], [0.1, 0.1, -0.1], [-0.2, -0.1, -0.1], [0.1, -0.1, 0.0], [0.0, -0.1, -0.3], [-0.1, 0.3, 0.0], [0.0, -0.2, 0.2], [-0.1, -0.1, 0.0], [0.1, 0.2, -0.1]]}